# 1
Computed, not measured: 2 unconnected molecules or ions with the total composition C2H3BrFN at a distorted geometry, with ωB97M-V/def2-TZVPD.

```
8
C2H3BrFN | OMol25 | ωB97M-V/def2-TZVPD
C -0.0430 -0.2722 0.3160
C 1.4664 -0.0367 0.2517
N 0.7268 0.3060 -0.8534
F 1.1953 1.8255 1.5824
Br 3.2657 -0.2677 0.3251
H -0.4813 -1.2731 0.1474
H -0.6213 0.4388 1.0224
H 0.7384 1.3014 -0.9971
```

As for the net charge: 0. As for the relative energy (zero: lowest compared OMol25 entry of this formula, charge and spin): 268.4 kJ/mol. The max |F| comes out at 3.3 eV Å⁻¹. For the orbital gap (alpha / beta), the calculation gives 0.3318 / 0.3317 hartree.

***

# 2
Computed, not measured: 2 unconnected molecules or ions with the total composition C9H14 at a distorted geometry, with ωB97M-V/def2-TZVPD.

```
23
C9H14 | OMol25 | ωB97M-V/def2-TZVPD
C -1.3453 -0.6759 1.5998
C -0.0886 -0.7577 -0.5777
C -1.2157 -1.1311 0.1721
C 0.0983 -1.1399 -1.8867
C -2.1619 -1.8862 -0.4928
C -0.8586 -1.9317 -2.5214
C -1.9525 -2.3566 -1.8015
H 0.6624 -0.1258 -0.1010
H 0.9702 -0.7948 -2.4302
H -2.3922 -0.5135 1.8906
H -0.8866 0.3054 1.6734
H -3.0597 -2.2348 -0.0095
H -0.7001 -2.3546 -3.5119
H -2.7436 -2.9955 -2.1556
H -0.9880 -1.4021 2.3292
C 2.7791 2.1834 0.9653
C 1.4035 2.8125 0.9831
H 3.2007 2.1248 1.9754
H 2.6618 1.1251 0.7245
H 3.4926 2.6672 0.2993
H 1.0264 3.0740 -0.0076
H 1.4684 3.8090 1.4398
H 0.6293 2.1987 1.4433
```

Its SMILES is Cc1ccccc1.CC. As for the net charge: 0. As for the relative energy (zero: lowest compared OMol25 entry of this formula, charge and spin): 33.5 kJ/mol. The max |F| comes out at 1.5 eV Å⁻¹. For the orbital gap, the calculation gives 0.3725 hartree.